(1)
{
  "formula": "C22H37N4O6PPdS",
  "method": "the ωB97M-V functional and the def2-TZVPD basis",
  "e_homo_ev": -0.657,
  "e_above_lowest_kcal_mol": 35.04,
  "e_tot_ha": -2398.555735,
  "charge": -2,
  "homo_lumo_gap_ev": 5.3,
  "symbols": ["Pd", "C", "C", "C", "C", "C", "C", "C", "S", "O", "O", "N", "C", "C", "C", "C", "C", "N", "H", "H", "H", "H", "H", "H", "H", "H", "H", "H", "H", "N", "C", "C", "N", "H", "H", "H", "H", "H", "H", "H", "H", "C", "C", "C", "C", "O", "P", "O", "O", "O", "C", "C", "C", "C", "H", "H", "H", "H", "H", "H", "H", "H", "H", "H", "H", "H", "H", "H", "H", "H", "H", "H"],
  "xyz": [[0.9254, -0.5051, -0.7884], [-0.0404, 5.5040, 1.8001], [0.9215, 4.5785, 1.1048], [2.1658, 5.0267, 0.6730], [3.0582, 4.1714, 0.0408], [2.7193, 2.8384, -0.1536], [1.4818, 2.3797, 0.2815], [0.5918, 3.2439, 0.8950], [3.8616, 1.7482, -1.0093], [4.7680, 2.6633, -1.6953], [4.4599, 0.9011, -0.0063], [2.9964, 0.8445, -1.9658], [2.2177, 1.4257, -2.9353], [2.3539, 2.7469, -3.4230], [1.4531, 3.2271, -4.3458], [0.4355, 2.4055, -4.8221], [0.4081, 1.1138, -4.3242], [1.2487, 0.6265, -3.4235], [0.1277, 6.5440, 1.5107], [0.0600, 5.4459, 2.8869], [-1.0721, 5.2442, 1.5594], [2.4360, 6.0690, 0.8191], [4.0106, 4.5328, -0.3206], [1.2041, 1.3362, 0.1392], [-0.3689, 2.8483, 1.2052], [3.1593, 3.3658, -3.0629], [1.5495, 4.2519, -4.6921], [-0.3020, 2.7403, -5.5383], [-0.3554, 0.4182, -4.6685], [-0.7818, -2.3543, -2.4795], [0.1299, -3.3522, -3.0278], [1.5730, -2.9417, -3.3030], [2.3577, -2.7791, -2.0850], [-0.4179, -1.9488, -1.6049], [-0.8005, -1.5565, -3.1128], [-0.3067, -3.6911, -3.9772], [0.1364, -4.2222, -2.3608], [1.5683, -2.0386, -3.9342], [2.0243, -3.7559, -3.8884], [3.2423, -2.3352, -2.3214], [1.9273, -2.0472, -1.4885], [-1.4278, -4.5672, 1.1580], [-0.5563, -3.4130, 1.6389], [-0.5616, -3.3402, 3.1603], [0.8662, -3.5712, 1.1140], [-1.1762, -2.2551, 1.0463], [-0.8401, -0.7136, 1.4253], [0.5604, -0.5809, 1.9121], [-1.4231, 0.1232, 0.3339], [-1.7653, -0.4885, 2.7698], [-3.1588, -0.1640, 2.7659], [-3.9602, -1.0593, 1.8251], [-3.3426, 1.3063, 2.3970], [-3.6044, -0.3967, 4.2053], [-1.0120, -5.5241, 1.4833], [-1.4803, -4.5540, 0.0703], [-2.4408, -4.4691, 1.5533], [-0.1537, -4.2773, 3.5519], [-1.5754, -3.2104, 3.5422], [0.0466, -2.5132, 3.5172], [1.3040, -4.4896, 1.5185], [1.4755, -2.7178, 1.4042], [0.8794, -3.6315, 0.0247], [-3.5837, -0.9931, 0.8078], [-5.0081, -0.7427, 1.8364], [-3.9078, -2.1023, 2.1425], [-2.9737, 1.4837, 1.3907], [-2.7766, 1.9300, 3.0924], [-4.3998, 1.5827, 2.4579], [-3.4790, -1.4460, 4.4768], [-4.6552, -0.1241, 4.3377], [-2.9971, 0.2052, 4.8831]],
  "atomic_forces_ev_per_a": [[0.1, 0.3, 0.0], [-0.1, 0.1, 0.0], [0.0, -0.1, 0.0], [0.0, 0.1, 0.0], [0.0, -0.1, 0.0], [-0.2, 0.2, -0.1], [0.2, 0.0, 0.0], [0.0, 0.0, 0.0], [0.1, 0.0, 0.2], [0.2, 0.0, 0.0], [0.1, 0.0, 0.0], [-0.4, 0.2, -0.1], [0.2, -0.2, 0.3], [-0.1, 0.1, -0.1], [0.0, 0.1, 0.0], [0.1, 0.0, 0.0], [-0.1, -0.1, 0.0], [-0.1, -0.1, -0.1], [0.0, 0.0, 0.0], [0.0, 0.0, 0.0], [0.0, 0.0, 0.0], [0.0, 0.0, 0.0], [0.0, 0.0, 0.0], [0.0, 0.0, 0.1], [0.0, 0.0, 0.0], [0.0, 0.0, 0.0], [0.0, 0.0, 0.0], [0.0, 0.0, 0.0], [0.0, 0.0, 0.0], [0.0, 0.1, -0.3], [-0.1, -0.1, 0.0], [0.0, 0.0, -0.2], [0.3, 0.0, -0.1], [-0.1, -0.2, 0.1], [0.0, -0.1, 0.1], [0.1, 0.0, 0.0], [0.0, 0.0, 0.0], [0.0, 0.0, 0.1], [0.0, 0.1, 0.0], [0.0, -0.1, 0.0], [-0.1, -0.2, 0.0], [0.0, -0.1, 0.1], [0.0, 0.3, -0.2], [0.0, -0.2, 0.1], [0.0, 0.0, 0.0], [-0.1, -0.3, 0.1], [0.0, 0.3, 0.1], [-0.1, 0.0, -0.1], [0.1, -0.1, 0.0], [-0.1, -0.1, 0.2], [0.2, -0.1, -0.1], [-0.1, 0.0, 0.0], [0.0, 0.0, 0.1], [-0.1, 0.0, 0.1], [0.0, 0.0, 0.0], [0.0, 0.0, -0.1], [0.0, 0.0, 0.0], [0.0, 0.0, 0.0], [0.0, 0.0, 0.0], [0.1, 0.1, 0.0], [0.0, 0.0, 0.0], [0.0, 0.1, 0.0], [0.0, 0.0, 0.0], [0.1, 0.1, -0.1], [0.0, 0.0, 0.0], [0.0, 0.0, 0.0], [0.0, 0.0, -0.1], [0.0, 0.0, 0.0], [0.0, 0.0, 0.0], [0.0, 0.0, 0.0], [0.0, 0.0, 0.0], [0.0, 0.0, 0.0]]
}

(2)
{
  "formula": "C4H9NO3",
  "method": "the ωB97M-V functional and the def2-TZVPD basis",
  "e_homo_ev": -9.365,
  "e_above_lowest_kcal_mol": 71.24,
  "smiles": "N[C@H](C=O)CC=O.O",
  "e_tot_ha": -438.215534,
  "homo_lumo_gap_ev": 10.1,
  "symbols": ["O", "C", "C", "C", "C", "O", "N", "H", "H", "H", "H", "H", "H", "H", "H", "H", "O"],
  "xyz": [[1.4577, 0.8602, -2.4673], [0.6683, -0.0107, -2.2208], [-0.6997, 0.4797, -1.6693], [-0.7499, 0.4764, -0.1167], [-1.5909, 1.6410, 0.3247], [-2.5749, 1.4208, 1.0655], [-1.7604, -0.3415, -2.2350], [0.9343, -1.0594, -2.5601], [-0.7810, 1.5500, -2.1415], [-1.1428, -0.5895, 0.2621], [0.3779, 0.7114, 0.2526], [-1.2456, 2.6651, -0.0091], [-2.0120, -1.1673, -1.7604], [-1.7008, -0.4271, -3.2857], [3.8482, -1.4404, 5.9950], [3.0519, -2.5233, 5.1521], [3.9196, -2.2455, 5.4140]],
  "atomic_forces_ev_per_a": [[0.9, -0.1, -0.1], [0.1, 1.1, -0.3], [0.1, -0.6, -1.2], [2.0, -0.8, -0.1], [-2.6, -1.5, 2.6], [2.6, 1.5, -2.2], [0.0, 1.7, -2.0], [-0.8, 0.4, 0.7], [0.2, -1.8, 1.2], [0.9, 2.6, -0.6], [-2.5, -0.7, -0.6], [-0.5, -0.7, 0.3], [0.0, -1.0, 0.4], [-0.2, -0.1, 2.0], [-0.2, -1.4, -1.0], [-0.7, 0.1, 0.0], [1.0, 1.3, 1.0]]
}